1.
A molecular structure, C12H17BMnN6O2 at a distorted geometry. Source: OMol25; level of theory: ωB97M-V/def2-TZVPD.

The geometry in XYZ format:
```
39
Properties=species:S:1:pos:R:3
H -0.91 -2.05 2.28
N -0.20 -1.33 0.40
B 0.67 -1.15 -1.99
N 0.17 -1.98 -0.77
C -0.02 -3.30 -0.62
Mn -0.05 0.75 0.42
H 0.20 -3.95 -1.45
C -0.50 -3.53 0.66
H -0.73 -4.48 1.10
C -0.59 -2.28 1.27
H 0.96 -1.83 -2.93
C 0.36 3.05 1.21
H -0.11 3.16 2.20
H -0.39 3.16 0.40
H 1.13 3.85 1.06
N 1.87 -0.32 -1.44
N -0.49 -0.16 -2.28
N 1.65 0.54 -0.36
N -0.96 0.69 -1.28
C 3.17 -0.30 -1.75
C -1.24 0.00 -3.38
H 3.54 -0.92 -2.55
H -1.01 -0.60 -4.25
C 3.82 0.59 -0.89
C -2.21 0.96 -3.12
C 2.84 1.10 -0.04
C -2.01 1.37 -1.79
H 4.86 0.83 -0.87
H -2.96 1.31 -3.81
H 2.88 1.83 0.76
H -2.54 2.10 -1.20
H 0.92 2.06 1.18
C -1.66 -0.01 4.15
O -1.04 0.78 3.09
C -1.48 0.56 1.83
O -2.56 0.07 1.55
H -1.76 0.67 4.99
H -0.97 -0.83 4.38
H -2.63 -0.39 3.85
```

Results
total charge	+2
DFT total energy	-2121.66595	Eh
multiplicity	4
energy above the lowest of the compared OMol25 structures with the same formula, charge and spin	0.0	kcal/mol

Atomic partial charges in e from the Mulliken method, atoms 1 to 2: H 0.40; N -0.09

2.
A gas-phase ion, C12H17BrN3O (charge +1) at a distorted geometry. Source: OMol25; level of theory: ωB97M-V/def2-TZVPD.

The geometry in XYZ format:
```
34
Properties=species:S:1:pos:R:3
C 1.44 2.31 0.04
C 2.05 1.94 -1.37
C 2.66 0.48 -1.48
Br 4.19 0.61 -2.76
N 3.22 -0.05 -0.23
C 2.70 -1.07 0.40
N 3.33 -1.53 1.61
N 1.55 -1.76 -0.08
C 0.31 -1.37 0.64
C -0.88 -1.28 -0.40
O -0.73 -1.73 -1.50
C -2.26 -0.65 -0.04
C -2.42 0.52 0.81
C -3.76 1.07 1.07
C -4.91 0.40 0.46
C -4.76 -0.77 -0.41
C -3.43 -1.30 -0.65
H 0.45 2.81 -0.15
H 2.06 3.09 0.56
H 1.31 1.44 0.74
H 2.89 2.66 -1.56
H 1.27 2.05 -2.18
H 1.93 -0.22 -1.98
H 4.07 0.38 0.16
H 3.13 -0.77 2.29
H 2.78 -2.32 1.95
H 1.68 -2.77 0.06
H 0.46 -0.37 1.11
H 0.04 -2.08 1.47
H -1.54 1.02 1.28
H -3.95 1.96 1.69
H -5.95 0.75 0.64
H -5.62 -1.27 -0.91
H -3.29 -2.18 -1.31
```

Results
total charge	+1
DFT total energy	-3280.68477	Eh
SMILES	CC[C@@H](Br)N/C(N)=[NH+]/CC(=O)c1ccccc1
energy above the lowest of the compared OMol25 structures with the same formula, charge and spin	0.0	kcal/mol

Atomic partial charges in e from the Mulliken method, atoms 1 to 2: C -0.80; C -0.39

3.
5 unconnected molecules or ions with the total composition C12H17Cl16NO3. Source: OMol25; level of theory: ωB97M-V/def2-TZVPD.

The geometry in XYZ format:
```
49
Properties=species:S:1:pos:R:3
C 3.88 -0.37 -0.97
C 3.43 0.23 -2.31
C 2.00 -0.10 -2.65
O 1.40 -1.05 -2.25
O 1.44 0.79 -3.54
C 0.43 1.62 -2.93
C -0.96 0.98 -3.01
C -1.94 1.68 -2.07
O -3.27 1.64 -2.57
C -4.13 0.76 -1.88
C -3.68 -0.69 -1.90
N -3.58 -1.22 -3.27
H 3.93 0.40 -0.20
H 3.19 -1.15 -0.65
H 4.87 -0.82 -1.07
H 4.03 -0.16 -3.14
H 3.53 1.32 -2.33
H 0.44 2.55 -3.50
H 0.71 1.85 -1.90
H -1.34 1.11 -4.02
H -0.90 -0.09 -2.83
H -1.89 1.26 -1.06
H -1.66 2.74 -1.98
H -5.09 0.82 -2.41
H -4.33 1.11 -0.85
H -4.43 -1.26 -1.33
H -2.73 -0.82 -1.38
H -4.17 -2.03 -3.38
H -3.86 -0.53 -3.95
Cl -6.05 -0.76 1.40
C -4.56 -0.47 2.31
Cl -4.71 -1.20 3.91
Cl -3.19 -1.19 1.46
Cl -4.31 1.27 2.47
Cl 6.70 -1.20 1.12
C 8.10 -1.88 0.30
Cl 8.44 -3.49 0.94
Cl 7.77 -1.99 -1.43
Cl 9.50 -0.83 0.56
Cl -3.78 2.67 8.17
C -4.12 1.55 6.86
Cl -4.41 -0.07 7.52
Cl -5.56 2.08 5.98
Cl -2.75 1.49 5.75
Cl 4.76 -2.06 4.61
C 3.51 -1.32 3.60
Cl 3.13 -2.38 2.25
Cl 2.06 -1.03 4.57
Cl 4.11 0.23 2.99
```

Results
DFT total energy	-8110.90993	Eh
SMILES	CCC(=O)OCCCOCCN.ClC(Cl)(Cl)Cl.ClC(Cl)(Cl)Cl.ClC(Cl)(Cl)Cl.ClC(Cl)(Cl)Cl

Atomic partial charges in e from the Mulliken method, atoms 1 to 2: C -0.40; C -0.36

4.
A single C12H17ClN2O molecule. Source: OMol25; level of theory: ωB97M-V/def2-TZVPD.

The geometry in XYZ format:
```
33
Properties=species:S:1:pos:R:3
C -4.52 -1.88 1.15
C -3.77 -0.56 0.92
C -3.49 -0.33 -0.56
C -2.89 1.04 -0.86
C -1.54 1.31 -0.20
C -0.44 0.36 -0.68
C 0.90 0.74 -0.09
O 1.07 1.63 0.71
N 1.92 -0.05 -0.58
C 3.27 -0.01 -0.28
C 3.85 0.89 0.61
C 5.22 0.81 0.81
C 5.95 -0.14 0.12
Cl 7.65 -0.27 0.33
C 5.28 -0.99 -0.75
N 3.98 -0.93 -0.95
H -3.93 -2.72 0.78
H -5.47 -1.87 0.64
H -4.70 -2.03 2.21
H -2.84 -0.58 1.48
H -4.37 0.26 1.31
H -4.44 -0.41 -1.11
H -2.83 -1.12 -0.93
H -2.79 1.15 -1.94
H -3.60 1.81 -0.52
H -1.62 1.25 0.88
H -1.23 2.34 -0.44
H -0.67 -0.66 -0.37
H -0.38 0.39 -1.77
H 1.69 -0.77 -1.25
H 3.24 1.61 1.13
H 5.71 1.49 1.50
H 5.80 -1.75 -1.32
```

Results
DFT total energy	-1112.44358	Eh
SMILES	CCCCCCC(=O)Nc1ccc(Cl)cn1
energy above the lowest of the compared OMol25 structures with the same formula, charge and spin	0.8	kcal/mol

Atomic partial charges in e from the Mulliken method, atoms 1 to 2: C -1.37; C -0.18